Entry 1:
Below is a structure of composition C3H6FeO3 in a non-equilibrium geometry, with properties calculated with ωB97M-V/def2-TZVPD.

Each line ends with the Mulliken charge.
Atoms and positions in Å:
C -1.67407 -0.12085 -0.74938  -0.65
O -0.34512 0.14084 -0.26653  -0.18
C 0.09512 -0.33737 0.91288  -0.02
C 1.24324 -1.17671 0.73836  0.17
O 1.96426 -0.96644 -0.28650  -0.53
H -1.67315 0.17701 -1.80089  0.26
H -1.87418 -1.19252 -0.64600  0.36
H -2.36332 0.50026 -0.16763  0.29
H -0.64884 -0.47616 1.69802  0.46
H 1.42653 -2.01437 1.41964  0.38
Fe 1.44605 0.71361 -1.19786  0.94
O 1.55947 2.11541 -0.00911  -0.77
H 0.84401 2.63729 0.35499  0.29

Force components x, y, z for each atom (eV/Å):
C -0.7 0.0 0.3
O 0.5 0.5 -0.1
C -1.2 -1.7 -0.3
C 0.7 0.9 -1.0
O -0.4 -1.3 1.3
H -0.1 -0.1 0.3
H -0.1 0.3 -0.1
H -0.1 -0.3 -0.2
H 0.3 0.2 0.0
H 0.3 0.3 0.0
Fe 0.4 1.6 0.9
O 0.3 -0.8 -1.0
H -0.1 0.2 -0.1

As for the expectation value of S²: 8.767. The LUMO energy (alpha / beta) is -4.76 / -6.63 eV. Its spin multiplicity is 6. Its HOMO-LUMO gap (alpha / beta) is 9.4 / 7.7 eV. Its total charge is +1.

***

Entry 2:
Below is a cluster of 3 separate species, C5H13B in total in a non-equilibrium geometry, with properties calculated with ωB97M-V/def2-TZVPD.

Each line ends with the Mulliken charge.
Atoms and positions in Å:
B 1.72682 -0.03681 -0.28394  0.11
C 2.04310 -1.22256 0.59927  -0.85
C 2.80272 0.24561 -1.63376  -0.88
C -3.21386 0.59583 -0.33291  -1.13
C -1.56363 0.46495 1.64804  -0.61
C -1.89326 0.30782 0.40115  0.13
H 1.43587 -1.14241 1.53095  0.20
H 2.97777 -1.47712 0.87398  0.46
H 1.55742 -2.11745 0.11280  0.31
H 3.80769 -0.33139 -1.51165  0.25
H 2.97704 1.38980 -1.90469  0.23
H 2.20154 -0.16849 -2.43353  0.29
H -3.14848 1.65224 -0.78883  0.23
H -4.06902 0.77393 0.32214  0.31
H -3.57354 -0.02124 -1.11102  0.35
H -2.24499 0.75915 2.50076  0.20
H -0.60654 0.32452 1.98373  0.25
H -1.35053 -0.33532 -0.24963  0.36
H 0.13389 0.33895 0.27714  -0.20

Force components x, y, z for each atom (eV/Å):
B -1.2 0.9 -1.1
C -4.0 -0.6 0.9
C -0.3 1.7 2.0
C 0.0 3.5 1.4
C -2.7 1.1 2.3
C -3.2 -1.4 -2.2
H 0.5 -0.1 -0.4
H 3.5 -0.8 0.5
H 0.4 0.7 0.1
H -1.9 1.1 -0.2
H -0.3 -2.5 0.6
H 0.1 -0.2 -0.5
H 0.3 -1.5 0.3
H 0.1 -0.3 0.4
H 0.3 -1.2 -0.8
H 0.5 0.2 -1.4
H 2.3 -0.8 0.7
H 1.3 0.2 -0.3
H 4.5 0.0 -2.3

The LUMO energy is 0.68 eV. Its HOMO-LUMO gap is 9.4 eV.

***

Energy relative to the best compared isomer or geometry (same formula, charge and spin)
In order: 0.0; 101.9
Unit: kcal per mole